Computed, not measured: C16H15N3O2PdS as an isolated structure, with ωB97M-V/def2-TZVPD.

Each line ends with the Mulliken charge.
Element x y z (Å)
Pd1 -0.549 -1.541 0.511  0.5664
C1 -1.689 2.933 -0.142  -1.3510
C2 -1.615 1.442 -0.233  0.6365
N1 -0.462 0.784 -0.211  0.5345
N2 0.741 1.197 -0.403  -0.7465
C3 1.741 0.322 -0.215  0.7163
O1 1.490 -0.916 -0.045  -0.8073
C4 3.121 0.802 -0.228  0.4974
C5 4.166 -0.132 -0.202  -0.4145
C6 5.477 0.297 -0.153  -0.6164
C7 5.764 1.655 -0.116  -0.3708
C8 4.734 2.586 -0.175  -0.6772
C9 3.419 2.169 -0.231  -0.2486
C10 -2.773 0.615 -0.238  0.3235
C11 -4.103 1.099 -0.215  -0.6417
C12 -5.147 0.214 -0.192  -0.3991
C13 -4.899 -1.163 -0.217  -0.6811
C14 -3.585 -1.586 -0.227  0.0623
N3 -2.575 -0.733 -0.228  0.0353
H1 -0.690 3.357 -0.123  0.3118
H2 -2.221 3.237 0.758  0.3600
H3 -2.227 3.343 -0.996  0.3783
H4 3.920 -1.183 -0.225  0.3844
H5 6.279 -0.425 -0.138  0.4062
H6 6.789 1.986 -0.044  0.4006
H7 4.967 3.640 -0.171  0.4031
H8 2.608 2.880 -0.273  0.4332
H9 -4.276 2.163 -0.198  0.3640
H10 -6.163 0.572 -0.176  0.4390
H11 -5.696 -1.883 -0.239  0.4268
H12 -3.323 -2.638 -0.279  0.4485
C15 -0.449 -4.521 -0.196  -0.5708
O2 -1.008 -3.315 -0.494  -0.5221
H13 0.655 -4.491 -0.201  0.2419
H14 -0.751 -5.238 -0.978  0.2487
H15 -0.816 -4.908 0.772  0.2812
S1 -0.015 -1.225 3.827  0.0466
C16 -0.841 -1.397 2.536  0.1006

## Properties
relative energy (zero: lowest compared OMol25 entry of this formula, charge and spin)	2.948	eV
2S+1	2
charge	+1

Computed, not measured: C16H15NO5V as an isolated structure, with ωB97M-V/def2-TZVPD.

Each line ends with the Mulliken charge.
Element x y z (Å)
V1 -0.028 0.124 0.048  1.3294
C1 -3.384 -0.383 1.505  -1.7756
C2 -2.040 0.203 1.818  0.8750
C3 -1.761 1.537 1.522  -0.7018
C4 -0.529 2.122 1.830  1.1396
C5 -0.253 3.565 1.503  -1.7973
C6 0.427 1.335 2.463  -0.7434
C7 0.192 -0.010 2.773  0.9466
C8 1.237 -0.824 3.474  -1.7761
C9 -1.033 -0.569 2.411  -0.7170
H1 -4.063 -0.196 2.339  0.3976
H2 -3.328 -1.461 1.357  0.4018
H3 -3.811 0.068 0.611  0.3668
H4 -2.519 2.130 1.024  0.4682
H5 -0.548 4.203 2.338  0.3901
H6 -0.816 3.892 0.629  0.4018
H7 0.808 3.737 1.322  0.4013
H8 1.393 1.763 2.701  0.4549
H9 1.153 -0.670 4.552  0.3908
H10 2.239 -0.527 3.167  0.3705
H11 1.115 -1.888 3.279  0.4057
H12 -1.232 -1.608 2.646  0.5195
O1 2.186 2.125 -5.206  -0.4806
C10 1.756 1.610 -4.051  0.9754
C11 2.624 1.259 -3.010  -0.4390
C12 2.058 0.745 -1.870  -0.0368
N1 0.745 0.601 -1.762  -0.2440
C13 -0.088 0.908 -2.753  0.2513
C14 0.370 1.430 -3.932  -0.5607
C15 -1.511 0.602 -2.348  0.2400
O2 -2.483 0.705 -3.013  -0.5187
O3 -1.503 0.186 -1.030  -0.4981
C16 2.746 0.288 -0.605  0.2568
O4 3.915 0.241 -0.414  -0.5434
O5 1.785 -0.052 0.308  -0.4926
H13 3.145 2.206 -5.215  0.3174
H14 3.698 1.375 -3.089  0.4570
H15 -0.297 1.687 -4.742  0.5675

## Properties
energy	-1993.5433	a.u.
2S+1	3
charge	+1

Computed, not measured: C16H16AsFN2O8W as an isolated structure, with ωB97M-V/def2-TZVPD.

Each line ends with the Mulliken charge.
Element x y z (Å)
W1 -0.223 1.699 -1.218  2.0556
O1 5.999 2.288 -1.965  -0.5141
C1 4.660 2.232 -1.899  1.2548
C2 3.873 3.341 -1.590  -0.6884
C3 2.509 3.168 -1.541  0.0511
N1 1.940 1.996 -1.785  -0.1328
C4 2.686 0.927 -2.047  0.3607
C5 4.055 0.989 -2.106  -0.7812
C6 1.874 -0.347 -2.071  0.3222
O2 2.373 -1.433 -2.217  -0.6818
O3 0.599 -0.111 -1.871  -0.5874
C7 1.534 4.192 -1.012  0.4003
O4 1.864 5.339 -0.828  -0.6674
O5 0.378 3.662 -0.761  -0.6067
H1 6.307 3.186 -1.792  0.3068
H2 4.287 4.316 -1.364  0.4483
H3 4.637 0.097 -2.288  0.5502
O6 -1.772 0.835 -2.684  -0.3162
N2 -1.794 2.077 -2.834  0.1746
O7 -1.704 2.523 -0.897  -0.7201
O8 -0.540 2.425 -3.102  -0.3820
F1 0.689 1.451 0.440  -0.5818
C8 -3.203 -0.823 -0.479  -1.2795
As1 -1.542 -0.138 0.203  0.8481
C9 -2.026 0.688 1.868  -1.2881
C10 -0.442 -1.677 0.650  -1.2578
C11 -1.108 -2.588 1.638  0.3285
C12 -1.941 -3.617 1.201  -0.2614
C13 -2.581 -4.444 2.112  -0.6551
C14 -2.399 -4.255 3.474  -0.4250
C15 -1.568 -3.236 3.920  -0.6440
C16 -0.928 -2.410 3.007  -0.2938
H4 -3.667 -1.461 0.271  0.5000
H5 -3.019 -1.384 -1.393  0.3554
H6 -3.845 0.026 -0.706  0.4265
H7 -2.511 -0.050 2.506  0.4641
H8 -2.708 1.509 1.655  0.4250
H9 -1.131 1.077 2.347  0.3630
H10 0.492 -1.264 1.032  0.5797
H11 -0.222 -2.174 -0.294  0.5831
H12 -2.078 -3.776 0.138  0.3983
H13 -3.219 -5.243 1.755  0.3948
H14 -2.895 -4.902 4.185  0.3830
H15 -1.412 -3.088 4.980  0.3945
H16 -0.274 -1.622 3.362  0.3961

## Properties
relative energy (zero: lowest compared OMol25 entry of this formula, charge and spin)	1.050	eV
charge	0

Computed, not measured: C16H16AsMnN4O7S5 as an isolated structure, with ωB97M-V/def2-TZVPD.

Each line ends with the Mulliken charge.
Element x y z (Å)
Mn1 0.428 0.158 -0.483  1.0110
S1 -3.196 3.022 -2.438  -0.5740
As1 -1.244 2.785 -1.703  0.5353
S2 -0.225 1.040 -2.597  -0.4208
S3 -1.149 1.762 0.267  -0.4077
S4 -0.068 4.571 -1.642  -0.6788
O1 6.368 0.623 -0.268  -0.5995
C1 5.913 1.868 -0.244  0.4412
O2 6.663 2.813 -0.104  -0.6763
C2 4.451 2.056 -0.389  0.2334
C3 3.822 3.289 -0.374  -0.6795
N1 2.508 3.070 -0.520  0.0967
N2 2.242 1.775 -0.643  0.3709
C4 3.390 1.136 -0.574  -0.1452
C5 3.338 -0.357 -0.708  0.8859
O3 4.403 -0.995 -0.569  -0.8956
O4 2.204 -0.859 -0.940  -0.6476
H1 5.602 -0.041 -0.381  0.4428
H2 4.238 4.276 -0.273  0.4986
H3 1.718 3.722 -0.711  -0.1093
C6 1.990 -2.266 1.808  -1.1523
C7 1.877 -0.844 2.226  0.4259
N3 1.282 0.144 1.590  0.8330
C8 1.457 1.281 2.347  -0.5864
C9 2.172 0.981 3.459  -0.7420
N4 2.428 -0.373 3.372  -0.0833
H4 1.028 -2.616 1.438  0.0913
H5 2.305 -2.879 2.655  0.4337
H6 2.714 -2.367 0.999  0.1738
H7 1.046 2.221 2.021  0.4148
H8 2.518 1.583 4.279  0.4188
H9 2.961 -0.928 4.015  0.1804
C10 -7.032 -0.850 -0.950  -1.4215
C11 -5.585 -1.269 -0.911  1.0488
C12 -4.595 -0.465 -1.463  -0.9425
C13 -3.263 -0.847 -1.422  -0.0960
C14 -2.910 -2.039 -0.807  -0.1795
C15 -3.883 -2.854 -0.250  -0.5767
C16 -5.214 -2.469 -0.309  -0.5394
S5 -1.186 -2.470 -0.681  1.6118
O5 -0.575 -2.204 -1.960  -0.7125
O6 -1.140 -3.836 -0.199  -0.7916
O7 -0.660 -1.515 0.339  -0.6953
H10 -7.143 0.110 -1.453  0.3296
H11 -7.442 -0.750 0.058  0.3113
H12 -7.644 -1.584 -1.480  0.3162
H13 -4.844 0.489 -1.915  0.2089
H14 -2.504 -0.211 -1.862  0.2538
H15 -3.582 -3.779 0.224  0.4543
H16 -5.978 -3.108 0.125  0.3310

## Properties
relative energy (zero: lowest compared OMol25 entry of this formula, charge and spin)	0.094	eV
2S+1	5
charge	-2

Computed, not measured: C16H16BF2KNO3S as an isolated structure, with ωB97M-V/def2-TZVPD.

Each line ends with the Mulliken charge.
Element x y z (Å)
C1 -1.160 -0.027 -6.678  -0.9675
C2 -0.659 -0.071 -5.123  -0.2457
C3 -1.424 1.026 -4.244  -0.0820
F1 -2.832 0.699 -4.024  -0.3522
C4 -0.762 1.346 -2.828  0.4084
C5 -0.895 2.823 -2.304  -0.6834
C6 -0.338 3.291 -0.911  -0.7351
C7 0.385 2.259 0.032  0.2911
C8 0.539 0.794 -0.526  0.1252
C9 -0.023 0.336 -1.911  0.4009
O1 0.139 -1.029 -2.293  -0.5753
S1 1.458 -0.375 0.611  -0.2962
C10 0.832 0.181 2.285  0.5820
C11 0.592 1.723 2.429  0.3387
C12 0.046 2.207 3.834  -0.7015
C13 -0.252 1.154 4.971  0.2618
F2 -0.791 1.658 6.204  -0.2681
C14 0.014 -0.385 4.800  -0.2934
C15 0.595 -0.874 3.393  -0.9836
B1 0.933 -2.470 3.121  0.7122
O2 2.236 -2.849 2.523  -0.4707
O3 0.051 -3.555 3.447  -0.3938
C16 0.892 -4.710 3.810  -0.5149
N1 0.869 2.711 1.357  -0.2682
H1 -1.676 0.964 -6.936  0.2815
H2 -0.229 -0.231 -7.320  0.2829
H3 -1.942 -0.854 -6.892  0.2649
H4 0.479 -0.044 -5.032  0.3476
H5 -1.012 -1.103 -4.731  0.1572
H6 -1.437 1.997 -4.871  0.3740
H7 -1.417 3.609 -2.950  0.2879
H8 -0.465 4.375 -0.546  0.2221
H9 -0.772 -1.404 -2.281  0.3685
H10 -0.137 3.318 3.997  0.2999
H11 -0.220 -1.098 5.657  0.4688
H12 2.128 -2.955 1.545  0.2938
H13 1.749 -4.438 4.521  0.2133
H14 0.263 -5.504 4.372  0.2394
H15 1.298 -5.239 2.868  0.2489
H16 0.250 3.517 1.595  0.3611
K1 2.694 -0.775 5.026  0.9996

## Properties
energy	-2122.0160	a.u.
charge	+1

Computed, not measured: C16H16BrN12O5ReS2 as an isolated structure, with ωB97M-V/def2-TZVPD.

Each line ends with the Mulliken charge.
Element x y z (Å)
Re1 0.681 0.305 -0.692  1.7597
N1 2.276 0.112 -2.122  -0.5119
C1 3.473 -0.564 -1.547  -0.6935
C2 3.415 -0.574 -0.032  0.6069
O1 4.445 -0.593 0.613  -0.6955
N2 2.145 -0.533 0.488  0.2357
C3 2.088 0.072 1.815  -0.7644
C4 1.802 1.565 1.619  0.3511
O2 1.923 2.384 2.490  -0.6781
O3 1.387 1.851 0.379  -0.7772
H1 1.927 -0.418 -2.917  0.3430
H2 2.481 1.053 -2.460  0.4230
H3 4.388 -0.063 -1.852  0.3755
H4 3.491 -1.599 -1.887  -0.0124
H5 3.031 -0.047 2.345  0.6590
H6 1.274 -0.348 2.408  0.2751
N3 -2.146 0.640 -2.732  0.0188
C5 -1.789 -0.636 -2.351  0.3387
N4 -2.594 -1.665 -2.498  -0.6153
N5 -1.918 -2.701 -1.963  -0.7836
N6 -0.781 -2.321 -1.525  -0.3082
N7 -0.630 -0.992 -1.770  0.1863
C6 -1.226 1.653 -2.820  0.4073
N8 -1.293 2.702 -3.610  -0.5977
N9 -0.116 3.343 -3.409  -0.5937
N10 0.611 2.723 -2.556  -0.3464
N11 -0.087 1.635 -2.131  0.5543
H7 -2.983 0.719 -3.284  0.2764
S1 2.694 -4.071 -1.524  -0.3965
C7 2.165 -3.861 0.045  0.1891
N12 0.954 -3.502 0.418  0.0838
C8 0.656 -3.362 1.832  -0.2733
C9 1.998 -3.372 2.578  -0.4288
S2 3.210 -4.098 1.435  -0.1883
H8 0.283 -3.214 -0.303  0.3422
H9 0.025 -4.192 2.158  0.4874
H10 0.103 -2.435 1.999  -0.2190
H11 1.943 -3.977 3.480  0.4611
H12 2.324 -2.371 2.848  0.1460
Br1 -6.197 2.828 2.433  -0.2254
C10 -4.461 2.712 1.668  -0.0231
C11 -3.991 3.768 0.902  -0.3236
C12 -2.719 3.685 0.358  -0.9450
C13 -1.940 2.555 0.564  -0.2624
C14 -2.434 1.498 1.317  0.5091
C15 -3.700 1.582 1.887  -0.6753
C16 -1.650 0.233 1.556  0.1133
O4 -1.985 -0.562 2.406  -0.7010
O5 -0.620 0.020 0.778  -0.2280
H13 -4.608 4.642 0.744  0.4055
H14 -2.328 4.506 -0.229  0.4305
H15 -0.934 2.528 0.172  0.7255
H16 -4.064 0.757 2.483  0.5634

## Properties
relative energy (zero: lowest compared OMol25 entry of this formula, charge and spin)	1.089	eV
2S+1	4
charge	-1

Computed, not measured: C16H16Cl3N5O3S2 as an isolated structure, with ωB97M-V/def2-TZVPD.

Each line ends with the Mulliken charge.
Element x y z (Å)
C1 -3.578 0.370 -1.156  -1.0885
C2 -2.801 0.298 -2.479  0.4491
O1 -3.308 -0.278 -3.407  -0.5468
N1 -1.470 0.870 -2.668  0.3121
C3 -1.346 2.171 -2.045  0.6047
C4 -0.357 2.501 -0.915  -1.0609
O2 -2.048 3.062 -2.465  -0.5688
C5 -0.417 -0.035 -2.342  -0.2206
C6 -0.636 -1.242 -1.527  -0.1962
C7 0.339 -2.135 -1.234  0.4490
C8 0.007 -3.389 -0.406  -1.6418
C9 0.498 -3.182 1.047  -0.5924
S1 -0.735 -2.119 1.901  -0.1601
C10 0.284 -1.252 3.063  0.4139
N2 0.260 -1.278 4.356  -0.3910
N3 1.242 -0.469 4.828  -0.3189
C11 1.858 0.030 3.796  -0.0727
O3 1.297 -0.429 2.661  -0.1293
C12 1.690 -1.943 -1.704  0.7843
N4 2.721 -2.748 -1.510  -0.7055
S2 3.952 -2.017 -2.317  0.1154
N5 3.193 -0.708 -2.871  -0.6436
C13 1.909 -0.733 -2.502  0.8108
C14 0.862 0.195 -2.797  0.5340
C15 1.193 1.437 -3.636  -1.7260
H1 -2.963 0.583 -0.268  0.3123
H2 -4.026 -0.628 -0.998  0.4037
H3 -4.424 1.065 -1.274  0.3166
H4 -0.869 3.203 -0.237  0.3703
H5 0.492 3.062 -1.339  0.2671
H6 -0.002 1.622 -0.354  0.2539
H7 -1.632 -1.453 -1.121  0.3247
H8 -1.079 -3.578 -0.473  0.4911
H9 0.506 -4.256 -0.873  0.4534
H10 0.689 -4.127 1.585  0.4959
H11 1.467 -2.652 1.052  0.3836
H12 2.695 0.720 3.771  0.4920
H13 2.136 1.249 -4.169  0.4379
H14 0.366 1.610 -4.341  0.4086
H15 1.346 2.333 -3.014  0.1730
C16 0.087 2.754 5.646  0.2353
Cl1 1.430 3.097 4.546  -0.1432
Cl2 0.671 2.572 7.299  -0.1173
Cl3 -1.132 4.027 5.551  -0.1281
H16 -0.369 1.819 5.341  0.1593

## Properties
energy	-3295.7118	a.u.
charge	0

Computed, not measured: a 2-piece molecular cluster, C16H16ClFN2O2 overall, with ωB97M-V/def2-TZVPD.

Each line ends with the Mulliken charge.
Element x y z (Å)
C1 -4.997 1.069 1.227  -1.1955
C2 -3.542 1.469 1.280  0.1207
O1 -2.846 0.222 1.658  -0.2998
C3 -1.505 0.361 1.816  0.3036
O2 -0.997 1.385 2.183  -0.5507
C4 -0.661 -0.783 1.248  0.2810
F1 -0.528 -0.413 -0.064  -0.1763
N1 0.669 -0.805 1.747  -0.4542
C5 1.562 -1.474 1.057  -0.3260
C6 2.942 -1.273 1.462  0.6558
C7 4.002 -2.057 0.976  -0.5919
C8 5.289 -1.841 1.472  -0.5820
C9 5.509 -0.855 2.450  0.3969
Cl1 7.079 -0.631 3.091  -0.2072
C10 4.456 -0.059 2.917  -0.6467
C11 3.179 -0.269 2.405  -0.2891
H1 -5.585 1.815 0.695  0.3853
H2 -5.126 0.099 0.739  0.2993
H3 -5.384 0.984 2.246  0.2977
H4 -3.172 1.823 0.302  0.0228
H5 -3.333 2.233 2.042  0.2991
H6 -1.255 -1.703 1.411  0.2903
H7 1.380 -2.269 0.329  0.3453
H8 3.799 -2.810 0.212  0.3348
H9 6.126 -2.423 1.118  0.4062
H10 4.622 0.712 3.670  0.3879
H11 2.333 0.340 2.732  0.4726
C12 -1.414 0.841 -5.012  -0.0460
C13 -1.013 -0.440 -4.570  -0.7383
C14 -0.854 -0.593 -3.189  0.0958
N2 -1.038 0.427 -2.399  -0.2462
C15 -1.466 1.620 -2.752  -0.0590
C16 -1.664 1.888 -4.124  -0.7535
H12 -1.526 1.012 -6.087  0.3424
H13 -0.794 -1.315 -5.215  0.3194
H14 -0.596 -1.542 -2.721  0.3803
H15 -1.669 2.328 -1.956  0.4252
H16 -1.980 2.926 -4.395  0.2999

## Properties
relative energy (zero: lowest compared OMol25 entry of this formula, charge and spin)	0.000	eV
SMILES string	CCOC(=O)[C@@H](F)/N=C/c1ccc(Cl)cc1.c1ccncc1
charge	0

| no. | strongest force on any atom (eV/A) |
| --- | --- |
| 1 | 3.50 |
| 2 | 2.21 |
| 3 | 3.29 |
| 4 | 0.38 |
| 5 | 5.12 |
| 6 | 0.22 |
| 7 | 2.32 |
| 8 | 2.90 |